Record 1
Below is a 2-piece molecular cluster, C7H11BrSi overall, with properties calculated with wB97M-V/def2-TZVPD.

Each line ends with the natural charge from an NBO analysis.
Atoms and positions in Å:
C (1.567, 0.804, -0.836)  -0.324
C (1.801, -0.480, -0.520)  -0.165
C (3.138, 0.901, 0.827)  -0.317
C (2.399, 1.634, 0.003)  0.147
C (2.818, -0.554, 0.576)  -0.485
C (-2.292, -0.571, -1.443)  -1.140
C (-2.941, 0.550, 1.475)  -1.137
Si (-1.667, -0.263, 0.322)  1.180
Br (-1.122, -2.268, 1.217)  -0.373
H (0.896, 1.174, -1.590)  0.222
H (1.362, -1.357, -0.961)  0.218
H (3.855, 1.223, 1.557)  0.221
H (2.413, -1.034, 1.469)  0.251
H (3.706, -1.113, 0.275)  0.244
H (-1.561, -1.120, -2.029)  0.246
H (-3.212, -1.154, -1.425)  0.241
H (-2.498, 0.363, -1.955)  0.241
H (-2.506, 0.788, 2.441)  0.249
H (-3.323, 1.471, 1.045)  0.240
H (-3.784, -0.118, 1.646)  0.241

Gap between HOMO and LUMO (spin up / spin down)   8.151 / 6.740 eV
Energy relative to the best compared isomer or geometry (same formula, charge and spin)   83.7 kcal per mole
HOMO level (spin up / spin down)   -8.756 / -7.279 eV

***

Record 2
Below is one molecule with the formula C7H11ClN2O at a distorted geometry, with properties calculated with wB97M-V/def2-TZVPD.

Each line ends with the natural charge from an NBO analysis.
Atoms and positions in Å:
C (2.884, -0.149, 0.217)  -0.589
C (2.028, -0.795, -0.881)  -0.435
C (0.744, -0.003, -0.862)  0.262
C (0.595, 1.342, -1.064)  -0.463
C (-0.690, 1.674, -0.614)  0.570
O (-1.281, 2.695, -0.418)  -0.636
N (-1.170, 0.523, 0.054)  -0.291
C (-2.940, 0.362, -0.093)  0.012
C (-3.543, 0.504, 1.235)  -0.693
Cl (-3.175, -1.308, -0.754)  -0.077
N (-0.356, -0.532, -0.354)  -0.398
H (3.192, 0.883, -0.203)  0.224
H (3.799, -0.783, 0.414)  0.210
H (2.199, -0.185, 1.089)  0.210
H (1.838, -1.827, -0.557)  0.201
H (2.577, -0.792, -1.801)  0.227
H (1.112, 2.031, -1.789)  0.241
H (-3.004, 0.934, -1.022)  0.258
H (-4.621, 0.694, 1.211)  0.245
H (-3.257, 1.609, 1.631)  0.265
H (-3.362, -0.321, 2.011)  0.250
H (-0.325, -1.437, 0.234)  0.407

Gap between HOMO and LUMO   8.936 eV
Energy relative to the best compared isomer or geometry (same formula, charge and spin)   36.5 kcal per mole
HOMO level   -8.278 eV

***

Record 3
Below is C7H11CuNP as an isolated structure at a distorted geometry, with properties calculated with wB97M-V/def2-TZVPD.

Each line ends with the natural charge from an NBO analysis.
Atoms and positions in Å:
C (0.306, -0.166, -2.542)  -0.378
C (-0.794, -1.013, -2.884)  -0.373
C (-0.519, -2.281, -2.285)  -0.353
C (0.802, -2.304, -1.778)  -0.363
C (1.307, -0.965, -1.849)  -0.391
Cu (0.901, 1.504, 0.685)  0.302
P (-0.130, 3.161, -0.129)  -0.132
H (0.354, 0.905, -2.705)  0.173
H (-1.713, -0.731, -3.403)  0.178
H (-1.192, -3.117, -2.311)  0.170
H (2.236, -0.614, -1.395)  0.184
H (1.290, -3.167, -1.331)  0.177
H (-1.420, 3.184, 0.494)  -0.025
H (-0.472, 3.255, -1.522)  -0.001
H (0.290, 4.494, 0.188)  -0.001
C (-0.436, -0.509, 4.210)  -0.724
C (0.280, -0.066, 3.042)  0.355
N (0.763, 0.290, 2.047)  -0.545
H (-1.445, -0.047, 4.209)  0.259
H (0.114, -0.208, 5.114)  0.232
H (-0.521, -1.605, 4.144)  0.258

Charge   -1
Gap between HOMO and LUMO (spin up / spin down)   3.322 / 5.126 eV
2S+1   2
HOMO level (spin up / spin down)   -0.545 / -2.446 eV
⟨S²⟩   0.7542

***

Record 4
Below is a 2-piece molecular cluster, C7H11F2N overall at a distorted geometry, with properties calculated with wB97M-V/def2-TZVPD.

Each line ends with the natural charge from an NBO analysis.
Atoms and positions in Å:
C (0.249, 3.079, 0.029)  -0.537
C (-0.019, 2.167, 0.895)  0.160
C (0.105, -2.222, -0.033)  -0.409
C (1.019, -2.517, -1.188)  -0.429
C (0.570, -1.081, -0.889)  -0.038
C (-0.633, 1.669, 2.100)  -0.725
C (1.538, -0.124, -0.323)  0.746
N (-0.386, -0.423, -1.731)  -0.804
F (2.162, 0.686, -1.230)  -0.353
F (2.487, -0.635, 0.501)  -0.345
H (0.887, 2.893, -0.825)  0.223
H (-0.134, 4.097, 0.083)  0.195
H (-0.930, -2.514, -0.114)  0.219
H (0.513, -2.301, 0.963)  0.229
H (2.042, -2.787, -0.979)  0.225
H (0.601, -2.990, -2.064)  0.215
H (-1.172, 0.745, 1.894)  0.239
H (-1.344, 2.399, 2.507)  0.217
H (0.128, 1.468, 2.855)  0.238
H (0.083, 0.116, -2.449)  0.372
H (-0.999, -1.097, -2.172)  0.362

Gap between HOMO and LUMO (spin up / spin down)   8.014 / 9.030 eV
Energy relative to the best compared isomer or geometry (same formula, charge and spin)   112.7 kcal per mole
HOMO level (spin up / spin down)   -7.440 / -8.113 eV

***

Record 5
Below is C7H11F4O3P as an isolated structure at a distorted geometry, with properties calculated with wB97M-V/def2-TZVPD.

Each line ends with the natural charge from an NBO analysis.
Atoms and positions in Å:
C (-0.439, 1.418, 0.306)  -0.379
C (-2.182, 0.318, -0.805)  0.124
C (0.044, 2.730, -1.862)  -0.621
C (1.743, -2.991, 1.507)  -0.644
C (0.615, 1.863, -0.760)  0.006
C (2.232, -1.676, 0.990)  -0.094
C (-2.606, -0.242, 0.505)  0.897
O (-0.081, -1.472, -0.843)  -1.064
O (1.335, 0.756, -1.220)  -0.750
O (1.267, -0.617, 1.231)  -0.790
F (-3.230, 1.296, -0.875)  -0.365
F (-2.791, 0.822, 1.398)  -0.331
F (-1.773, -1.189, 1.122)  -0.338
F (-3.740, -0.928, 0.400)  -0.308
P (0.507, -0.340, -0.138)  2.305
H (-0.527, 2.103, 1.070)  0.212
H (0.717, 2.707, -2.660)  0.223
H (-0.917, 2.356, -2.196)  0.212
H (-0.174, 3.730, -1.498)  0.219
H (0.759, -2.843, 2.052)  0.242
H (1.648, -3.636, 0.727)  0.221
H (2.557, -3.409, 2.113)  0.219
H (-2.116, -0.367, -1.650)  0.238
H (1.377, 2.610, -0.218)  0.179
H (2.518, -1.736, -0.058)  0.189
H (3.257, -1.264, 1.361)  0.197

Gap between HOMO and LUMO (spin up / spin down)   9.031 / 9.032 eV
Energy relative to the best compared isomer or geometry (same formula, charge and spin)   41.1 kcal per mole
HOMO level (spin up / spin down)   -9.613 / -9.614 eV

***

Record 6
Below is C7H11KN2OPS as an isolated structure at a distorted geometry, with properties calculated with wB97M-V/def2-TZVPD.

Each line ends with the natural charge from an NBO analysis.
Atoms and positions in Å:
C (3.007, 0.105, 0.577)  -0.652
C (2.156, 1.263, -0.079)  -0.089
O (0.776, 1.066, 0.347)  -0.635
C (-0.043, 0.517, -0.719)  -0.090
C (-1.256, -0.286, -0.048)  -0.421
C (-1.049, -0.222, 1.542)  0.240
N (-1.156, -0.333, 2.677)  -0.294
C (-1.269, -1.821, -0.429)  -0.489
C (0.116, -2.435, -0.282)  0.259
N (1.182, -2.689, -0.527)  -0.261
P (-2.964, 0.410, -0.433)  0.825
S (-3.068, 1.422, -2.077)  -0.490
H (3.736, 0.517, 1.299)  0.226
H (2.325, -0.555, 1.156)  0.232
H (3.478, -0.520, -0.206)  0.241
H (2.283, 1.289, -1.181)  0.207
H (2.556, 2.233, 0.301)  0.188
H (0.609, -0.104, -1.367)  0.234
H (-0.349, 1.390, -1.339)  0.228
H (-1.663, -1.904, -1.459)  0.280
H (-1.925, -2.316, 0.320)  0.271
H (-3.437, 1.089, 0.727)  -0.007
H (-3.804, -0.737, -0.570)  0.017
K (-0.242, 2.622, 1.770)  0.980

Charge   +1
Gap between HOMO and LUMO   8.836 eV
HOMO level   -12.582 eV